Entry 1:
{"formula": "C18H22N2O4", "method": "ωB97M-V/def2-TZVPD", "species": ["C", "C", "O", "C", "O", "C", "C", "C", "C", "N", "C", "O", "C", "C", "C", "C", "C", "C", "O", "C", "C", "C", "N", "C", "H", "H", "H", "H", "H", "H", "H", "H", "H", "H", "H", "H", "H", "H", "H", "H", "H", "H", "H", "H", "H", "H"], "coordinates": [[-4.2696, -3.6290, 0.9083], [-3.1880, -2.7606, 0.2965], [-3.7577, -1.4902, -0.0329], [-2.9839, -0.6474, -0.7029], [-1.9107, -0.9408, -1.1708], [-3.6383, 0.7243, -0.7609], [-3.1690, 1.5801, -1.9417], [-1.6985, 1.9777, -1.8074], [-1.4212, 2.5872, -0.4311], [-1.8636, 1.6811, 0.6080], [-1.0942, 0.6699, 1.0965], [-1.5774, -0.2729, 1.7066], [0.3636, 0.7441, 0.8655], [1.3113, 1.6905, 1.1540], [2.5670, 1.1504, 0.7680], [3.8833, 1.6190, 0.8015], [4.8811, 0.8157, 0.3147], [4.6133, -0.4636, -0.2148], [5.7158, -1.1356, -0.6617], [5.5389, -2.4173, -1.2085], [3.3226, -0.9557, -0.2574], [2.3117, -0.1386, 0.2417], [0.9750, -0.3630, 0.3329], [-3.2877, 1.4413, 0.5604], [-4.6669, -3.1517, 1.7995], [-3.8516, -4.5942, 1.1787], [-5.0809, -3.7780, 0.2003], [-2.3717, -2.5814, 1.0049], [-2.7755, -3.2109, -0.6136], [-4.7199, 0.5704, -0.8018], [-3.7891, 2.4800, -1.9773], [-3.3147, 1.0321, -2.8741], [-1.0767, 1.0910, -1.9295], [-1.4352, 2.6948, -2.5860], [-1.9746, 3.5245, -0.3107], [-0.3577, 2.7891, -0.3149], [1.1426, 2.6437, 1.6159], [4.1073, 2.5959, 1.2021], [5.9100, 1.1390, 0.3208], [4.8956, -2.3919, -2.0946], [5.1177, -3.1134, -0.4752], [6.5329, -2.7569, -1.4960], [3.0833, -1.9298, -0.6530], [0.4665, -1.1687, 0.0060], [-3.8112, 2.3993, 0.6135], [-3.5651, 0.8217, 1.4150]], "forces_ev_per_a": [[0.15, 0.40, -0.19], [0.32, -0.46, 0.06], [-0.39, -0.10, 0.15], [-0.25, 0.25, -0.23], [0.12, -0.10, -0.11], [0.05, 0.09, 0.06], [0.21, -0.28, 0.01], [-0.05, 0.19, 0.07], [0.31, 0.15, -0.53], [0.02, 0.05, 0.18], [-0.10, 0.20, 0.33], [0.06, -0.18, -0.01], [0.35, 0.26, 0.18], [-0.44, -0.17, -0.01], [-0.06, -0.46, -0.19], [0.06, -0.19, -0.08], [0.16, 0.04, 0.00], [-0.15, -0.04, -0.01], [-0.06, 0.31, 0.15], [-0.04, -0.19, -0.08], [0.32, -0.27, -0.17], [0.38, 0.53, 0.22], [-0.26, -0.19, -0.06], [-0.39, -0.32, 0.23], [-0.07, -0.02, 0.12], [0.03, -0.10, 0.03], [-0.09, -0.07, -0.04], [-0.07, -0.02, -0.15], [-0.05, 0.08, 0.17], [0.08, 0.00, 0.03], [-0.06, -0.01, -0.02], [-0.07, 0.06, -0.03], [0.05, 0.09, -0.03], [0.03, 0.02, -0.03], [0.07, 0.00, 0.03], [-0.18, 0.07, -0.01], [-0.12, 0.18, 0.07], [0.06, 0.10, 0.03], [0.12, 0.05, 0.00], [0.01, 0.00, 0.04], [0.00, 0.03, -0.03], [-0.09, -0.02, 0.00], [0.05, -0.12, -0.06], [0.00, 0.02, 0.00], [0.01, -0.04, -0.01], [-0.04, 0.16, -0.10]], "mulliken_charge": [-1.37, -0.01, -0.32, 0.24, -0.62, 0.65, -1.26, -0.40, -1.00, 0.11, 0.52, -0.66, 0.28, -1.32, 0.96, -0.83, -0.58, 0.93, -0.45, -0.81, -0.45, -0.62, 0.05, -1.41, 0.34, 0.40, 0.32, 0.21, 0.31, 0.50, 0.44, 0.38, 0.19, 0.47, 0.46, 0.40, 0.61, 0.42, 0.42, 0.32, 0.32, 0.23, 0.44, 0.19, 0.49, 0.51], "e_above_lowest_kcal_mol": 28.1, "gap_ev": 8.40, "charge": 0, "largest_force_ev_per_a": 0.69, "total_energy_ha": -1109.62054, "homo_ha": -0.2792}


Entry 2:
{"formula": "C18H22N2O7", "method": "ωB97M-V/def2-TZVPD", "species": ["C", "C", "O", "C", "C", "C", "C", "C", "C", "O", "C", "O", "N", "C", "H", "C", "H", "O", "C", "H", "C", "H", "H", "H", "H", "H", "H", "H", "O", "C", "O", "N", "C", "H", "C", "H", "O", "C", "H", "C", "H", "H", "H", "H", "H", "H", "H", "H", "H"], "coordinates": [[-1.4507, -3.0066, -0.3608], [-1.5265, -1.6070, -0.9309], [-2.4377, -1.1614, -1.6643], [-0.6132, -0.6476, -0.4551], [0.7190, -1.0334, -0.6849], [1.5623, 0.0047, -0.0610], [1.0987, 1.1664, 0.6006], [-0.1885, 1.5599, 0.4240], [-1.1470, 0.6278, 0.0195], [-2.3917, 0.8712, 0.2079], [-3.3259, 0.1633, 0.7436], [-2.9957, -0.8640, 1.3073], [-4.5236, 0.0362, 0.3047], [-4.9377, 1.3532, -0.4589], [-4.2022, 1.3795, -1.3897], [-6.3469, 0.8216, -1.0192], [-6.5884, 1.4715, -1.7735], [-7.3515, 0.6127, -0.1215], [-6.7713, 0.2657, 0.9801], [-6.7446, 1.0394, 1.8615], [-5.6369, -0.6546, 0.8349], [-5.8563, -1.4066, 0.4065], [-5.2828, -0.9183, 1.9550], [-7.7497, -0.4156, 1.6022], [-6.1195, 0.1016, -1.9632], [-4.9994, 2.2347, 0.0346], [-0.5119, 2.2812, 0.9663], [1.9384, 2.1950, 0.7256], [2.8671, -0.3091, -0.1065], [3.9371, 0.6166, -0.4404], [3.6965, 1.9281, -0.8018], [5.0970, 0.0656, -0.6711], [5.4792, -1.2215, -0.1218], [4.5134, -1.9361, 0.0618], [6.3323, -1.2749, 1.0908], [6.7578, -2.0053, 1.3864], [7.5446, -0.4341, 0.6588], [7.1822, 0.9033, 0.7429], [8.1099, 1.4419, 0.3110], [6.1834, 1.0416, -0.6786], [6.0498, 1.8511, -0.8363], [6.7146, 0.5793, -1.3872], [6.5577, 1.3299, 1.3390], [5.7608, -0.9232, 1.9637], [5.8721, -1.6917, -1.0390], [1.2153, -1.8357, -0.9833], [-0.3848, -3.4373, -0.4740], [-2.0194, -3.8250, -0.9620], [-1.7631, -2.9225, 0.5020]], "forces_ev_per_a": [[3.81, -3.01, -10.91], [-4.52, -0.25, -1.89], [1.30, -1.75, 0.91], [0.55, 0.67, -0.29], [-0.81, 8.86, 5.17], [-1.39, -0.37, -0.73], [4.51, 2.68, -2.39], [-0.52, -5.56, -1.49], [6.21, -2.74, -0.34], [-3.44, 5.02, -1.43], [2.21, -7.70, 1.03], [2.18, -1.19, 3.30], [-2.78, 7.95, -4.27], [-0.70, -6.72, -4.41], [-1.66, 0.29, 2.01], [3.64, 0.60, -4.20], [-1.65, 3.02, -1.00], [-1.35, 1.48, -3.69], [-4.27, -2.87, 8.76], [0.85, -0.63, -2.02], [4.52, 8.50, 10.45], [-2.61, -10.00, -5.97], [-1.00, 0.10, -2.42], [2.86, 1.30, -1.52], [-0.28, -0.56, 3.07], [0.00, 2.48, 2.01], [-2.13, 5.40, 2.86], [-2.41, -3.88, 0.11], [4.32, 1.07, -0.31], [-5.71, 6.31, -2.55], [0.92, -7.16, 2.58], [-0.07, 0.99, 3.12], [-3.17, -4.23, -1.72], [1.97, 2.15, -0.37], [-2.97, 11.16, -4.11], [4.78, -10.36, 2.80], [-1.80, -1.12, 3.50], [3.38, -1.28, -10.44], [-1.56, -0.19, 1.62], [4.25, -17.33, 6.56], [-4.24, 17.70, -3.64], [3.18, -0.87, -2.80], [-2.96, 2.06, 5.28], [0.44, 0.83, -0.17], [0.80, -0.36, 0.84], [1.20, -3.70, -1.61], [-1.43, 1.00, 0.81], [0.36, 1.87, 0.99], [-2.82, 0.38, 8.94]], "mulliken_charge": [-1.51, 0.44, -0.62, 1.41, -1.06, 0.54, -0.02, -1.22, -0.10, -0.28, 0.51, -0.76, 0.43, -0.61, 0.30, -0.73, 0.58, -0.28, -0.65, 0.25, -0.58, 0.45, 0.31, 0.28, 0.22, 0.43, 0.61, 0.16, -0.34, 0.62, -0.70, 0.13, -0.41, 0.22, -0.85, 0.66, -0.42, -0.71, 0.38, -1.76, 1.10, 0.59, 0.56, 0.28, 0.38, 0.63, 0.33, 0.28, 0.53], "e_above_lowest_kcal_mol": 308.9, "gap_ev": 8.82, "charge": 0, "largest_force_ev_per_a": 19.01, "total_energy_ha": -1334.69186, "homo_ha": -0.3052}


Entry 3:
{"formula": "C18H22N2OS", "method": "ωB97M-V/def2-TZVPD", "species": ["C", "C", "C", "C", "C", "C", "C", "C", "N", "C", "S", "N", "C", "C", "C", "C", "O", "C", "C", "C", "C", "C", "H", "H", "H", "H", "H", "H", "H", "H", "H", "H", "H", "H", "H", "H", "H", "H", "H", "H", "H", "H", "H", "H"], "coordinates": [[-5.3735, -0.0311, -1.9504], [-5.7350, -0.1580, -0.4757], [-4.7407, -1.0440, 0.2873], [-5.1807, -1.2245, 1.7424], [-3.3447, -0.4781, 0.2219], [-2.3138, -1.2030, -0.3633], [-1.0335, -0.6926, -0.4324], [-0.7473, 0.5712, 0.0810], [0.5765, 1.0063, -0.0060], [1.1204, 2.2371, 0.1347], [0.3020, 3.6676, 0.2585], [2.4833, 2.3007, 0.0926], [3.4348, 1.2770, 0.1359], [3.2612, 0.1163, 0.8936], [4.2382, -0.8548, 0.9102], [5.4227, -0.6953, 0.1890], [6.3136, -1.7197, 0.2735], [7.5358, -1.6077, -0.4149], [5.6135, 0.4760, -0.5375], [4.6283, 1.4455, -0.5599], [-1.7681, 1.2984, 0.6832], [-3.0441, 0.7735, 0.7453], [-6.1032, 0.5859, -2.4696], [-4.3926, 0.4253, -2.0636], [-5.3525, -1.0103, -2.4248], [-5.7607, 0.8347, -0.0233], [-6.7337, -0.5913, -0.3823], [-4.7318, -2.0303, -0.1910], [-6.1598, -1.6968, 1.7852], [-4.4702, -1.8511, 2.2773], [-5.2405, -0.2650, 2.2497], [-2.5141, -2.1827, -0.7735], [-0.2445, -1.2747, -0.8904], [1.2206, 0.2891, -0.3217], [2.8376, 3.2415, -0.0165], [2.3792, -0.0115, 1.5026], [4.1110, -1.7526, 1.4936], [7.3826, -1.5200, -1.4954], [8.0779, -2.5276, -0.2026], [8.1209, -0.7535, -0.0592], [6.5233, 0.6470, -1.0903], [4.7869, 2.3514, -1.1264], [-1.5672, 2.2709, 1.0982], [-3.8183, 1.3608, 1.2153]], "forces_ev_per_a": [[-0.13, 0.09, 0.18], [0.17, -0.25, -0.21], [-0.23, 0.20, 0.20], [0.06, -0.14, -0.23], [0.02, -0.20, -0.09], [-0.07, 0.07, 0.08], [0.16, 0.19, 0.02], [-0.56, -0.14, 0.02], [0.91, -0.12, -0.12], [-0.04, 0.20, -0.19], [-0.25, 0.49, 0.05], [0.05, 0.15, -0.01], [0.35, -0.39, -0.10], [0.09, 0.12, 0.00], [0.27, -0.08, -0.15], [-0.17, 0.07, 0.06], [-0.28, 0.00, 0.14], [0.19, 0.02, -0.11], [0.25, -0.26, 0.09], [-0.35, -0.03, 0.11], [0.05, 0.11, 0.10], [0.03, -0.22, -0.10], [-0.02, 0.04, -0.12], [0.08, 0.04, -0.09], [0.02, -0.10, -0.10], [-0.06, 0.03, 0.11], [-0.04, 0.05, 0.08], [0.03, 0.05, -0.02], [-0.12, -0.03, 0.05], [0.03, -0.04, 0.11], [-0.01, 0.12, 0.09], [-0.04, -0.09, -0.04], [0.07, -0.05, -0.06], [-0.12, 0.13, 0.11], [-0.23, -0.12, 0.10], [-0.06, -0.01, 0.04], [-0.02, -0.11, 0.08], [0.00, 0.01, 0.04], [0.00, 0.09, -0.05], [-0.03, -0.02, -0.02], [0.09, -0.02, -0.04], [-0.01, 0.08, -0.09], [0.01, -0.02, -0.01], [-0.11, 0.08, 0.07]], "mulliken_charge": [-1.19, -0.66, 0.12, -1.63, 0.44, -0.85, -0.61, 1.42, -0.19, 0.20, -0.45, -0.12, 0.07, -0.11, -0.72, 0.74, -0.42, -0.85, -0.37, -0.99, -1.02, -0.37, 0.40, 0.27, 0.29, 0.28, 0.44, 0.40, 0.46, 0.40, 0.28, 0.31, 0.33, 0.22, 0.29, 0.57, 0.44, 0.34, 0.23, 0.34, 0.39, 0.36, 0.21, 0.30], "e_above_lowest_kcal_mol": 3.8, "gap_ev": 8.61, "charge": 0, "largest_force_ev_per_a": 0.93, "total_energy_ha": -1282.05264, "homo_ha": -0.2936}